This record from OMol25 describes C7H13N in the gas phase in a non-equilibrium geometry. The level of theory is ωB97M-V with the def2-TZVPD basis set.

Cartesian coordinates (Å):
C (1.354, -0.678, -3.079)
C (1.053, -0.393, -1.817)
C (-0.342, -0.257, -1.244)
C (-0.384, -0.839, 0.179)
C (0.006, -2.082, 0.404)
C (-0.858, 0.100, 1.249)
C (-0.091, 1.423, 1.367)
N (-0.728, 2.314, 2.345)
H (0.636, -0.960, -3.838)
H (2.390, -0.741, -3.379)
H (1.866, -0.068, -1.171)
H (-0.981, -0.942, -1.810)
H (-0.688, 0.768, -1.362)
H (0.029, -2.447, 1.431)
H (0.408, -2.783, -0.320)
H (-1.868, 0.390, 0.915)
H (-0.884, -0.330, 2.224)
H (0.947, 1.230, 1.626)
H (-0.124, 1.954, 0.413)
H (-0.148, 2.424, 3.170)
H (-1.591, 1.917, 2.697)

Results
**Net charge**: 0
**2S+1**: 1
**Energy relative to the best compared isomer or geometry (same formula, charge and spin)**: 154.4 kJ/mol
**Structure (SMILES)**: C=CCC(=C)CCN
**E_HOMO**: -9.1 eV
**HOMO-LUMO gap**: 10.11 eV



This record from OMol25 describes a molecular structure, C7H13N in a non-equilibrium geometry. The level of theory is ωB97M-V with the def2-TZVPD basis set.

Cartesian coordinates (Å):
C (1.130, 1.311, 0.221)
C (1.862, -0.055, -0.216)
C (1.171, -1.459, -0.027)
C (-0.254, -1.028, -0.117)
C (-1.691, -0.740, -0.675)
C (-1.475, 0.571, 0.204)
C (-0.325, 1.656, -0.367)
H (1.211, 1.347, 1.383)
H (1.784, 1.995, -0.197)
H (1.924, -0.144, -1.272)
H (2.812, -0.055, 0.405)
H (1.419, -2.135, -0.949)
H (1.667, -2.004, 0.837)
H (0.077, -0.341, -0.902)
H (-1.602, -0.614, -1.769)
H (-2.490, -1.420, -0.253)
H (-2.363, 1.130, 0.461)
H (-0.633, 2.656, -0.092)
H (-0.248, 1.556, -1.424)
H (-1.299, -1.071, 1.716)
N (-0.680, -0.349, 1.132)

Results
**Net charge**: 0
**2S+1**: 1
**Energy relative to the best compared isomer or geometry (same formula, charge and spin)**: 548.5 kJ/mol
**E_HOMO**: -8.2 eV
**HOMO-LUMO gap**: 9.28 eV



This record from OMol25 describes C7H13N in the gas phase in a non-equilibrium geometry. The level of theory is ωB97M-V with the def2-TZVPD basis set.

Cartesian coordinates (Å):
C (-2.030, -1.407, -0.333)
C (-0.934, -0.754, -0.820)
C (0.143, -0.174, 0.035)
C (0.022, -0.473, 1.590)
C (1.461, -0.725, -0.442)
C (2.641, -0.174, -0.269)
C (0.107, 1.293, -0.375)
N (-1.131, 1.960, 0.084)
H (-2.898, -1.796, -0.883)
H (-2.128, -1.550, 0.769)
H (-0.915, -0.353, -1.804)
H (-1.024, -0.126, 1.782)
H (0.914, 0.036, 2.201)
H (0.140, -1.608, 1.754)
H (1.462, -1.574, -1.127)
H (2.760, 0.824, 0.297)
H (3.598, -0.454, -0.687)
H (0.232, 1.282, -1.458)
H (0.876, 1.823, 0.115)
H (-1.758, 1.170, -0.037)
H (-1.539, 2.779, -0.393)

Results
**Net charge**: 0
**2S+1**: 1
**Energy relative to the best compared isomer or geometry (same formula, charge and spin)**: 250.2 kJ/mol
**Structure (SMILES)**: C=CC(C)(C=C)CN
**E_HOMO**: -9.2 eV
**HOMO-LUMO gap**: 10.16 eV



This record from OMol25 describes a gas-phase ion, C7H13N2 (charge +1). The level of theory is ωB97M-V with the def2-TZVPD basis set.

Cartesian coordinates (Å):
C (-0.152, -3.156, 2.916)
C (-0.239, -1.729, 2.584)
C (0.374, -1.157, 1.527)
C (0.241, 0.223, 1.225)
N (0.811, 0.787, 0.246)
C (1.079, 1.204, -0.887)
C (0.127, 1.149, -2.074)
C (0.071, 2.548, -2.700)
N (-1.148, 0.618, -1.674)
H (-1.151, -3.594, 2.938)
H (0.471, -3.706, 2.217)
H (0.245, -3.273, 3.926)
H (-0.847, -1.117, 3.239)
H (0.974, -1.754, 0.854)
H (-0.309, 0.864, 1.909)
H (2.048, 1.661, -1.064)
H (0.619, 0.461, -2.777)
H (1.059, 2.895, -2.988)
H (-0.361, 3.259, -1.998)
H (-0.554, 2.520, -3.589)
H (-1.826, 1.350, -1.508)
H (-1.534, -0.055, -2.320)

Results
**Net charge**: +1
**2S+1**: 1
**Energy relative to the best compared isomer or geometry (same formula, charge and spin)**: 171.3 kJ/mol
**Structure (SMILES)**: C/C=C/C=[N+]=C[C@H](C)N
**E_HOMO**: -13.5 eV
**HOMO-LUMO gap**: 9.21 eV



This record from OMol25 describes a gas-phase ion, C7H13N2 (charge +1) in a non-equilibrium geometry. The level of theory is ωB97M-V with the def2-TZVPD basis set.

Cartesian coordinates (Å):
C (0.532, 0.603, 3.107)
N (0.599, 0.696, 1.852)
C (0.350, -0.525, 1.158)
N (0.855, -0.519, -0.229)
C (0.722, 0.844, -0.799)
C (1.052, 0.756, -2.260)
C (-0.793, 0.864, -0.478)
C (-0.575, -0.574, -0.020)
C (-1.656, -1.616, -0.264)
H (0.539, 1.639, 3.552)
H (0.012, -0.091, 3.669)
H (0.579, -1.582, 1.716)
H (1.317, -1.220, -0.680)
H (1.458, 1.613, -0.283)
H (0.530, -0.114, -2.673)
H (2.110, 0.680, -2.391)
H (0.606, 1.624, -2.863)
H (-1.117, 1.524, 0.204)
H (-1.357, 1.223, -1.408)
H (-1.166, -2.643, -0.163)
H (-2.211, -1.606, -1.276)
H (-2.385, -1.576, 0.528)

Results
**Net charge**: +1
**2S+1**: 1
**Energy relative to the best compared isomer or geometry (same formula, charge and spin)**: 414.0 kJ/mol
**Structure (SMILES)**: C=N[C@@H]1[N@@H+]2[C@@H](C)C[C@]12C
**E_HOMO**: -14.6 eV
**HOMO-LUMO gap**: 11.41 eV



This record from OMol25 describes 2 unconnected molecules or ions with the total composition C7H13N2O in a non-equilibrium geometry. The level of theory is ωB97M-V with the def2-TZVPD basis set.

Cartesian coordinates (Å):
C (-3.071, 1.219, 0.195)
C (-1.345, 2.057, 1.228)
C (-0.916, 1.015, 0.459)
C (-0.511, 2.855, 2.171)
C (1.740, -1.027, 0.126)
C (0.361, -0.815, -2.021)
C (0.446, -1.060, -0.566)
N (-2.756, 2.171, 1.068)
N (-0.662, -1.767, 0.081)
O (-2.035, 0.501, -0.234)
H (-4.006, 1.081, -0.199)
H (-0.832, 2.477, 3.259)
H (0.545, 2.478, 1.962)
H (-0.674, 3.868, 1.998)
H (2.306, -0.301, -0.374)
H (1.451, -0.721, 1.115)
H (2.239, -2.068, 0.117)
H (-0.655, -0.815, -2.506)
H (0.713, 0.164, -2.279)
H (1.004, -1.344, -2.711)
H (-0.471, -2.058, 1.075)
H (-1.176, -2.491, -0.389)
H (-1.511, -1.099, 0.129)

Results
**Net charge**: +1
**2S+1**: 1
**Energy relative to the best compared isomer or geometry (same formula, charge and spin)**: 639.8 kJ/mol
**E_HOMO (alpha / beta)**: -12.5 / -12.9 eV
**HOMO-LUMO gap (alpha / beta)**: 7.00 / 8.31 eV



This record from OMol25 describes a molecular structure, C7H13N2O2S in a non-equilibrium geometry. The level of theory is ωB97M-V with the def2-TZVPD basis set.

Cartesian coordinates (Å):
C (0.584, -0.333, 0.687)
C (-0.681, -0.191, -0.846)
C (1.582, 0.535, 0.611)
C (-1.810, 0.518, -0.720)
C (0.573, -1.429, 1.580)
C (2.764, 0.567, 1.510)
C (-2.917, 0.762, -1.771)
N (1.691, 1.486, -0.345)
N (-0.290, -1.025, -1.837)
O (0.823, 1.575, -1.436)
O (2.504, 2.395, -0.280)
S (-2.214, 1.419, 0.669)
H (1.594, -1.934, 1.713)
H (0.170, -1.125, 2.504)
H (-0.082, -2.320, 1.396)
H (3.298, 1.528, 1.640)
H (3.684, -0.026, 1.037)
H (2.506, 0.384, 2.542)
H (-2.501, 0.519, -2.805)
H (-3.901, 0.289, -1.751)
H (-3.089, 1.898, -1.554)
H (-0.984, -0.982, -2.550)
H (0.525, -1.717, -1.875)
H (1.203, 2.302, -2.029)
H (-1.036, 1.230, 1.395)

Results
**Net charge**: +1
**2S+1**: 1
**Energy relative to the best compared isomer or geometry (same formula, charge and spin)**: 796.2 kJ/mol
**E_HOMO (alpha / beta)**: -10.9 / -10.8 eV
**HOMO-LUMO gap (alpha / beta)**: 4.57 / 4.22 eV



This record from OMol25 describes a gas-phase ion, C7H13N2OS (charge +1) in a non-equilibrium geometry. The level of theory is ωB97M-V with the def2-TZVPD basis set.

Cartesian coordinates (Å):
C (-1.944, -0.354, -1.372)
N (-2.063, -0.246, 0.061)
C (-2.772, 0.982, 0.490)
C (-0.992, -0.760, 0.849)
C (0.444, -0.569, 0.259)
N (1.269, -1.521, -0.015)
C (2.572, -1.409, -0.147)
C (3.418, -0.473, 0.609)
S (2.897, 1.012, -0.423)
C (0.981, 0.788, -0.332)
O (0.379, 1.703, 0.480)
H (-1.446, 0.430, -1.931)
H (-1.332, -1.152, -1.655)
H (-2.769, -0.663, -1.898)
H (-3.025, 0.932, 1.472)
H (-2.321, 1.976, 0.462)
H (-3.561, 0.925, -0.217)
H (-0.941, -0.239, 1.766)
H (-1.008, -1.785, 0.802)
H (3.002, -2.010, -0.793)
H (3.128, -0.247, 1.615)
H (4.554, -0.481, 0.490)
H (0.569, 0.783, -1.325)
H (0.962, 2.379, 0.754)

Results
**Net charge**: +1
**2S+1**: 1
**Energy relative to the best compared isomer or geometry (same formula, charge and spin)**: 429.0 kJ/mol
**Structure (SMILES)**: CN(C)CC1=[N+]=CCS[C@@H]1O
**E_HOMO**: -12.2 eV
**HOMO-LUMO gap**: 6.59 eV